Entry from the OMol25 dataset: a cluster of 14 separate species, C59H129O47P5 in total (ωB97M-V/def2-TZVPD).

Last columns: bonded neighbours and bond lengths (Å).
Element x y z (Å)
1 C 15.471 8.430 -12.306  O2 1.448, H7 1.090, H8 1.090, H9 1.090
2 O 16.588 7.521 -12.447  C1 1.448, C3 1.358
3 C 16.248 6.397 -13.128  O2 1.358, O4 1.238, O5 1.400
4 O 15.158 6.181 -13.673  C3 1.238
5 O 17.416 5.628 -13.199  C3 1.400, C6 1.374
6 C 17.591 4.435 -13.857  O5 1.374, H10 1.090, H11 1.090, H12 1.090
7 H 15.035 8.723 -13.262  C1 1.090
8 H 15.958 9.234 -11.754  C1 1.090
9 H 14.659 8.059 -11.682  C1 1.090
10 H 17.580 3.591 -13.168  C6 1.090
11 H 18.634 4.327 -14.157  C6 1.090
12 H 16.851 4.475 -14.656  C6 1.090
13 C 10.691 -0.203 -16.427  O14 1.399, H19 1.090, H20 1.090, H21 1.090
14 O 9.478 0.294 -16.916  C13 1.399, C15 1.386
15 C 9.380 1.596 -17.379  O14 1.386, O16 1.217, O17 1.384
16 O 10.223 2.475 -17.360  C15 1.217
17 O 8.048 1.768 -17.716  C15 1.384, C18 1.413
18 C 7.667 3.021 -18.247  O17 1.413, H22 1.090, H23 1.090, H24 1.090
19 H 11.577 0.391 -16.652  C13 1.090
20 H 10.857 -1.189 -16.859  C13 1.090
21 H 10.596 -0.214 -15.342  C13 1.090
22 H 6.843 3.205 -18.937  C18 1.090
23 H 8.510 3.470 -18.773  C18 1.090
24 H 7.534 3.696 -17.401  C18 1.090
25 C 3.969 6.016 -17.659  O26 1.403, H31 1.090, H32 1.090, H33 1.090
26 O 5.186 6.364 -18.263  C25 1.403, C27 1.349
27 C 5.660 7.627 -18.285  O26 1.349, O28 1.190, O29 1.312
28 O 5.064 8.584 -17.904  C27 1.190
29 O 6.829 7.654 -18.878  C27 1.312, C30 1.434
30 C 7.506 8.904 -19.067  O29 1.434, H34 1.090, H35 1.090, H36 1.090
31 H 3.178 6.702 -17.964  C25 1.090
32 H 4.408 5.874 -16.672  C25 1.090
33 H 3.832 4.974 -17.945  C25 1.090
34 H 7.973 9.095 -18.101  C30 1.090
35 H 6.958 9.814 -19.312  C30 1.090
36 H 8.289 8.843 -19.822  C30 1.090
37 C 11.836 10.275 -13.534  O38 1.411, H43 1.090, H44 1.090, H45 1.090
38 O 12.619 10.987 -12.601  C37 1.411, C39 1.385
39 C 13.463 11.969 -13.090  O38 1.385, O40 1.214, O41 1.331
40 O 13.467 12.322 -14.251  C39 1.214
41 O 14.374 12.315 -12.183  C39 1.331, C42 1.443
42 C 15.444 13.183 -12.612  O41 1.443, H46 1.090, H47 1.090, H48 1.090
43 H 12.299 9.318 -13.775  C37 1.090
44 H 11.728 10.811 -14.477  C37 1.090
45 H 10.851 9.996 -13.159  C37 1.090
46 H 15.643 13.188 -13.683  C42 1.090
47 H 16.274 13.200 -11.905  C42 1.090
48 H 14.996 14.165 -12.460  C42 1.090
49 C 10.172 12.692 -16.082  O50 1.411, H55 1.090, H56 1.090, H57 1.090
50 O 8.803 12.650 -15.742  C49 1.411, C51 1.334
51 C 8.173 11.476 -15.692  O50 1.334, O52 1.202, O53 1.423
52 O 8.624 10.408 -16.007  C51 1.202
53 O 6.804 11.713 -15.383  C51 1.423, C54 1.474
54 C 5.849 10.603 -15.214  O53 1.474, H58 1.090, H59 1.090, H60 1.090
55 H 10.613 11.749 -16.405  C49 1.090
56 H 10.719 13.009 -15.195  C49 1.090
57 H 10.450 13.484 -16.778  C49 1.090
58 H 5.891 10.187 -14.208  C54 1.090
59 H 6.117 9.757 -15.847  C54 1.090
60 H 4.788 10.796 -15.369  C54 1.090
61 C 15.230 -0.823 -15.056  O62 1.452, H67 1.090, H68 1.090, H69 1.090
62 O 13.857 -1.262 -14.876  C61 1.452, C63 1.376
63 C 13.368 -1.307 -13.591  O62 1.376, O64 1.289, O65 1.308
64 O 13.941 -0.916 -12.504  C63 1.289
65 O 12.075 -1.489 -13.667  C63 1.308, C66 1.357
66 C 11.316 -1.543 -12.544  O65 1.357, H70 1.090, H71 1.090, H72 1.090
67 H 15.487 -0.448 -16.047  C61 1.090
68 H 15.950 -1.621 -14.874  C61 1.090
69 H 15.501 -0.101 -14.285  C61 1.090
70 H 10.348 -1.839 -12.950  C66 1.090
71 H 11.182 -0.634 -11.959  C66 1.090
72 H 11.304 -2.441 -11.926  C66 1.090
73 C 6.894 -1.207 -10.943  O74 1.399, H79 1.090, H80 1.090, H81 1.090
74 O 7.316 -1.307 -12.273  C73 1.399, C75 1.307
75 C 7.412 -2.454 -12.892  O74 1.307, O76 1.221, O77 1.387
76 O 7.508 -3.533 -12.328  C75 1.221
77 O 7.454 -2.213 -14.257  C75 1.387, C78 1.380
78 C 7.645 -3.321 -15.058  O77 1.380, H82 1.090, H83 1.090, H84 1.090
79 H 7.436 -1.779 -10.190  C73 1.090
80 H 5.895 -1.643 -10.924  C73 1.090
81 H 6.874 -0.187 -10.560  C73 1.090
82 H 8.654 -3.697 -14.886  C78 1.090
83 H 7.737 -2.984 -16.090  C78 1.090
84 H 7.095 -4.258 -15.142  C78 1.090
85 C 10.672 6.737 -24.120  C86 1.506, H96 1.090, H97 1.090, H98 1.090
86 C 10.539 7.533 -22.849  C85 1.506, O87 1.401, H99 1.090, H100 1.090
87 O 11.774 8.119 -22.539  C86 1.401, P88 1.656
88 P 12.228 8.656 -21.040  O87 1.656, O89 1.488, O90 1.591, O93 1.620
89 O 11.481 9.842 -20.542  P88 1.488
90 O 12.243 7.331 -20.160  P88 1.591, C91 1.505
91 C 11.412 7.248 -18.908  O90 1.505, C92 1.528, H101 1.090, H102 1.090
92 C 10.243 6.309 -19.204  C91 1.528, H103 1.090, H104 1.090, H105 1.090
93 O 13.784 8.995 -21.334  P88 1.620, C94 1.441
94 C 14.215 9.613 -22.563  O93 1.441, C95 1.568, H106 1.090, H107 1.090
95 C 15.711 10.024 -22.329  C94 1.568, H108 1.090, H109 1.090, H110 1.090
96 H 11.295 5.845 -24.050  C85 1.090
97 H 9.665 6.475 -24.445  C85 1.090
98 H 11.148 7.318 -24.910  C85 1.090
99 H 9.828 8.356 -22.926  C86 1.090
100 H 10.409 6.716 -22.139  C86 1.090
101 H 11.952 6.855 -18.047  C91 1.090
102 H 10.911 8.169 -18.609  C91 1.090
103 H 10.549 5.262 -19.209  C92 1.090
104 H 9.525 6.415 -18.391  C92 1.090
105 H 9.689 6.615 -20.091  C92 1.090
106 H 13.999 8.988 -23.429  C94 1.090
107 H 13.558 10.438 -22.841  C94 1.090
108 H 15.972 10.772 -23.078  C95 1.090
109 H 15.840 10.367 -21.303  C95 1.090
110 H 16.250 9.116 -22.601  C95 1.090
111 C 1.065 2.096 -16.922  C112 1.529, H122 1.090, H123 1.090, H124 1.090
112 C 1.906 3.314 -16.539  C111 1.529, O113 1.370, H125 1.090, H126 1.090
113 O 3.269 3.223 -16.652  C112 1.370, P114 1.625
114 P 4.223 3.081 -15.344  O113 1.625, O115 1.454, O116 1.627, O119 1.632
115 O 5.569 2.684 -15.726  P114 1.454
116 O 4.067 4.473 -14.518  P114 1.627, C117 1.439
117 C 4.571 4.616 -13.177  O116 1.439, C118 1.514, H127 1.090, H128 1.090
118 C 3.407 4.753 -12.218  C117 1.514, H129 1.090, H130 1.090, H131 1.090
119 O 3.460 1.932 -14.471  P114 1.632, C120 1.397
120 C 3.548 0.583 -14.824  O119 1.397, C121 1.623, H132 1.090, H133 1.090
121 C 4.846 -0.075 -14.106  C120 1.623, H134 1.090, H135 1.090, H136 1.090
122 H 1.505 1.650 -17.814  C111 1.090
123 H 1.100 1.238 -16.250  C111 1.090
124 H 0.044 2.332 -17.224  C111 1.090
125 H 1.538 4.121 -17.173  C112 1.090
126 H 1.634 3.329 -15.484  C112 1.090
127 H 5.230 3.783 -12.935  C117 1.090
128 H 5.104 5.562 -13.084  C117 1.090
129 H 2.787 5.541 -12.647  C118 1.090
130 H 2.858 3.820 -12.091  C118 1.090
131 H 3.764 5.153 -11.269  C118 1.090
132 H 2.763 -0.075 -14.452  C120 1.090
133 H 3.641 0.472 -15.905  C120 1.090
134 H 5.697 0.572 -14.316  C121 1.090
135 H 4.715 -0.114 -13.025  C121 1.090
136 H 5.179 -1.091 -14.318  C121 1.090
137 C 8.024 7.388 -15.426  C138 1.638, H148 1.090, H149 1.090, H150 1.090
138 C 7.211 5.967 -15.379  C137 1.638, O139 1.406, H151 1.090, H152 1.090
139 O 7.973 4.929 -14.817  C138 1.406, P140 1.641
140 P 8.636 5.018 -13.318  O139 1.641, O141 1.448, O142 1.616, O145 1.667
141 O 8.475 6.323 -12.714  P140 1.448
142 O 10.173 4.534 -13.439  P140 1.616, C143 1.448
143 C 10.889 4.642 -14.693  O142 1.448, C144 1.480, H153 1.090, H154 1.090
144 C 11.695 5.867 -14.500  C143 1.480, H155 1.090, H156 1.090, H157 1.090
145 O 8.001 3.708 -12.504  P140 1.667, C146 1.469
146 C 7.976 2.361 -13.093  O145 1.469, C147 1.537, H158 1.090, H159 1.090
147 C 9.392 1.761 -13.096  C146 1.537, H160 1.090, H161 1.090, H162 1.090
148 H 7.551 8.150 -16.046  C137 1.090
149 H 8.127 7.892 -14.465  C137 1.090
150 H 9.031 7.261 -15.823  C137 1.090
151 H 6.255 6.200 -14.910  C138 1.090
152 H 6.859 5.527 -16.312  C138 1.090
153 H 11.578 3.813 -14.855  C143 1.090
154 H 10.212 4.809 -15.531  C143 1.090
155 H 11.224 6.549 -13.792  C144 1.090
156 H 12.673 5.640 -14.076  C144 1.090
157 H 11.900 6.339 -15.461  C144 1.090
158 H 7.271 1.845 -12.441  C146 1.090
159 H 7.409 2.356 -14.024  C146 1.090
160 H 9.747 1.513 -14.096  C147 1.090
161 H 10.138 2.385 -12.604  C147 1.090
162 H 9.390 0.810 -12.563  C147 1.090
163 C 13.265 2.541 -10.869  C164 1.494, H174 1.090, H175 1.090, H176 1.090
164 C 14.309 3.226 -11.689  C163 1.494, O165 1.446, H177 1.090, H178 1.090
165 O 15.520 2.444 -11.805  C164 1.446, P166 1.639
166 P 16.620 2.117 -10.635  O165 1.639, O167 1.495, O168 1.623, O171 1.593
167 O 16.155 1.855 -9.238  P166 1.495
168 O 17.421 0.861 -11.278  P166 1.623, C169 1.425
169 C 16.739 -0.348 -11.604  O168 1.425, C170 1.504, H179 1.090, H180 1.090
170 C 17.617 -1.414 -11.008  C169 1.504, H181 1.090, H182 1.090, H183 1.090
171 O 17.632 3.344 -10.730  P166 1.593, C172 1.423
172 C 18.443 3.648 -9.601  O171 1.423, C173 1.580, H184 1.090, H185 1.090
173 C 19.502 2.570 -9.138  C172 1.580, H186 1.090, H187 1.090, H188 1.090
174 H 13.532 2.412 -9.820  C163 1.090
175 H 12.262 2.960 -10.943  C163 1.090
176 H 13.089 1.518 -11.200  C163 1.090
177 H 13.888 3.283 -12.693  C164 1.090
178 H 14.444 4.203 -11.226  C164 1.090
179 H 15.760 -0.365 -11.127  C169 1.090
180 H 16.525 -0.347 -12.673  C169 1.090
181 H 17.105 -2.304 -10.641  C170 1.090
182 H 18.349 -1.711 -11.759  C170 1.090
183 H 18.059 -1.084 -10.068  C170 1.090
184 H 19.074 4.527 -9.726  C172 1.090
185 H 17.750 3.850 -8.784  C172 1.090
186 H 20.541 2.893 -9.204  C173 1.090
187 H 19.351 2.355 -8.080  C173 1.090
188 H 19.196 1.689 -9.702  C173 1.090
189 C 12.084 0.054 -5.136  C190 1.478, H200 1.090, H201 1.090, H202 1.090
190 C 11.303 0.593 -6.270  C189 1.478, O191 1.408, H203 1.090, H204 1.090
191 O 11.653 -0.067 -7.464  C190 1.408, P192 1.627
192 P 10.474 -0.538 -8.483  O191 1.627, O193 1.470, O194 1.585, O197 1.666
193 O 11.084 -1.162 -9.666  P192 1.470
194 O 9.661 -1.613 -7.649  P192 1.585, C195 1.424
195 C 10.115 -2.958 -7.548  O194 1.424, C196 1.472, H205 1.090, H206 1.090
196 C 10.925 -3.302 -6.368  C195 1.472, H207 1.090, H208 1.090, H209 1.090
197 O 9.515 0.823 -8.547  P192 1.666, C198 1.484
198 C 9.811 1.872 -9.555  O197 1.484, C199 1.500, H210 1.090, H211 1.090
199 C 9.910 3.167 -8.804  C198 1.500, H212 1.090, H213 1.090, H214 1.090
200 H 13.133 0.188 -5.399  C189 1.090
201 H 11.936 0.825 -4.380  C189 1.090
202 H 11.920 -0.978 -4.829  C189 1.090
203 H 10.295 0.476 -5.874  C190 1.090
204 H 11.623 1.630 -6.378  C190 1.090
205 H 9.278 -3.656 -7.523  C195 1.090
206 H 10.788 -3.217 -8.366  C195 1.090
207 H 10.516 -2.929 -5.429  C196 1.090
208 H 11.338 -4.279 -6.117  C196 1.090
209 H 11.860 -2.759 -6.505  C196 1.090
210 H 10.723 1.704 -10.127  C198 1.090
211 H 9.041 1.877 -10.327  C198 1.090
212 H 8.932 3.459 -8.421  C199 1.090
213 H 10.711 3.208 -8.066  C199 1.090
214 H 10.177 3.840 -9.619  C199 1.090
215 C 12.483 6.797 -10.674  C216 1.611, H222 1.090, H223 1.090, H224 1.090
216 C 13.184 7.132 -9.263  C215 1.611, C217 1.534, O221 1.432, H225 1.090
217 C 13.362 5.872 -8.407  C216 1.534, O218 1.415, H226 1.090, H227 1.090
218 O 14.766 5.899 -8.224  C217 1.415, C219 1.340
219 C 15.409 6.954 -8.741  O218 1.340, O220 1.234, O221 1.360
220 O 16.616 7.199 -8.669  C219 1.234
221 O 14.492 7.692 -9.423  C216 1.432, C219 1.360
222 H 11.723 6.021 -10.594  C215 1.090
223 H 13.190 6.428 -11.418  C215 1.090
224 H 11.983 7.646 -11.141  C215 1.090
225 H 12.665 7.919 -8.715  C216 1.090
226 H 13.156 4.964 -8.973  C217 1.090
227 H 12.771 6.101 -7.520  C217 1.090
228 C 5.765 6.296 -9.728  C229 1.549, H235 1.090, H236 1.090, H237 1.090
229 C 6.799 6.845 -8.714  C228 1.549, C230 1.526, O234 1.316, H238 1.090
230 C 8.067 7.413 -9.347  C229 1.526, O231 1.380, H239 1.090, H240 1.090
231 O 8.319 8.562 -8.625  C230 1.380, C232 1.308
232 C 7.192 8.931 -8.072  O231 1.308, O233 1.264, O234 1.354
233 O 6.964 10.008 -7.452  C232 1.264
234 O 6.270 7.953 -8.240  C229 1.316, C232 1.354
235 H 6.172 5.360 -10.111  C228 1.090
236 H 5.519 6.752 -10.687  C228 1.090
237 H 4.874 6.113 -9.128  C228 1.090
238 H 7.266 6.249 -7.930  C229 1.090
239 H 7.990 7.587 -10.420  C230 1.090
240 H 8.861 6.668 -9.287  C230 1.090

- E_HOMO (eV) = -10.193
- DFT total energy (eV) = -205956.36925
- HOMO-LUMO gap (eV) = 10.4
- total charge = 0

Atomic partial charges in e from the Löwdin method, atoms 1 to 2: atom 1 (C): -0.026, atom 2 (O): 0.005



Entry from the OMol25 dataset: a cluster of 2 separate species, C5H9NO in total (ωB97M-V/def2-TZVPD).

Last columns: bonded neighbours and bond lengths (Å).
Element x y z (Å)
1 C -1.248 -0.124 -1.197  C2 1.330, H8 1.090, H9 1.087
2 C -1.139 -0.315 0.115  C1 1.330, C3 1.523, H10 1.092
3 C 0.175 -0.534 0.852  C2 1.523, C4 1.523, N5 1.500, H11 1.095
4 C 1.246 -1.303 0.088  C3 1.523, H12 1.093, H13 1.096, H14 1.094
5 N 0.631 0.845 1.227  C3 1.500, C6 1.221
6 C -0.195 1.744 1.253  N5 1.221, O7 1.174
7 O -1.002 2.597 1.248  C6 1.174
8 H -2.038 0.482 -1.641  C1 1.090
9 H -0.509 -0.538 -1.879  C1 1.087
10 H -1.970 -0.036 0.765  C2 1.092
11 H 0.015 -1.028 1.816  C3 1.095
12 H 1.495 -0.832 -0.866  C4 1.093
13 H 0.868 -2.314 -0.107  C4 1.096
14 H 2.166 -1.383 0.674  C4 1.094
15 H 0.943 1.456 -0.870  H16 0.736
16 H 0.562 1.283 -1.476  H15 0.736

- E_HOMO (eV) = -9.870
- DFT total energy (eV) = -8866.29733
- energy above the lowest of the compared OMol25 structures with the same formula, charge and spin (eV) = 2.915
- HOMO-LUMO gap (eV) = 10.9
- SMILES = C=C[C@@H](C)N=C=O.[H][H]
- total charge = 0

Atomic partial charges in e from the Löwdin method, atoms 1 to 2: atom 1 (C): -0.026, atom 2 (C): -0.162